one:
Computed, not measured: a structure of composition C30H44Br2N2P2Ti, with ωB97M-V with the def2-TZVPD basis set.

Positions of all 81 atoms, in Å:
1 H -4.8404 -2.3682 -0.3191
2 P 3.6893 -0.4489 0.6378
3 H -2.8927 -2.3093 -1.8407
4 C -1.3434 -4.7233 1.2963
5 H -0.6091 3.5671 -0.0499
6 H 3.8774 -0.7571 3.7624
7 H -0.2107 3.1181 2.2731
8 C -4.3276 2.7932 -0.6234
9 H 1.2431 0.5231 -2.4876
10 H -2.5288 -0.3279 1.9281
11 C 0.2110 3.2588 -0.7082
12 H -4.1855 3.0443 0.4252
13 C 4.0613 -1.6870 -1.8615
14 C -0.9939 2.2932 4.1383
15 H -2.2615 1.3949 0.4081
16 H -1.2056 -5.2497 0.3464
17 Br -2.0071 -1.7669 4.6305
18 C -2.2422 1.3034 -0.6812
19 H 3.6263 -1.8567 -2.8567
20 H 0.3098 -3.3490 1.3897
21 H 4.1649 1.6028 1.7722
22 H -1.0392 0.3604 -2.2619
23 C -2.7633 -2.6265 -0.7931
24 H 6.2586 2.2237 0.3634
25 H 0.1480 -3.1052 -3.7032
26 H 3.7132 1.9585 0.0921
27 H -4.8266 2.2390 -4.3947
28 H -1.5406 -3.0283 -3.2308
29 Br 3.8332 4.7888 -2.0455
30 H 2.9905 2.1571 -3.2483
31 C 5.7887 1.2272 0.3514
32 H 3.0145 0.1668 -1.5375
33 H -2.8082 -3.7296 -0.7884
34 H 4.0335 -2.2158 2.7696
35 C 2.5685 -0.7679 1.9997
36 H -0.8329 -5.3227 2.0641
37 H 4.2378 -2.6607 -1.3826
38 H -3.7633 -2.3958 1.0975
39 C -5.2643 3.4994 -1.3931
40 C -0.7835 -3.2949 1.2700
41 H -0.0457 -3.9714 -1.4038
42 C -4.6609 2.3862 -3.3230
43 H 6.3321 0.5933 1.0695
44 C -0.0988 -2.8838 -1.5719
45 C 3.1087 -0.8050 -1.0369
46 C -1.0341 1.1202 -1.4592
47 H 2.1857 0.2165 2.3066
48 C -0.6993 2.2833 2.7800
49 H 2.6045 -1.9896 3.7995
50 H 0.9202 -2.5022 -1.4249
51 C -1.8261 0.2173 2.5837
52 H -1.1489 -2.7625 2.1651
53 C -1.7596 0.0322 3.9689
54 C -0.5490 -2.6125 -3.0119
55 H 1.3729 5.0724 -0.4807
56 H -2.4093 -4.7528 1.5549
57 H 2.1037 -1.2557 -0.9476
58 N -1.0498 1.2140 2.0225
59 H 1.7340 -1.3764 1.6047
60 Ti -0.6937 0.2971 0.2320
61 H -0.5597 -1.5412 -3.2601
62 H -3.0173 0.9973 -3.2354
63 C -3.6924 1.6500 -2.6508
64 C -3.8625 -2.0438 0.0659
65 C 0.1482 1.9864 -1.3388
66 H -0.8123 3.1981 4.7027
67 H -1.6555 1.0665 5.8478
68 C 1.2515 1.5680 -2.1111
69 H -5.9085 4.2490 -0.9214
70 C 2.3558 3.6921 -1.8115
71 C 1.3056 4.1001 -0.9556
72 H -3.8456 -0.9417 0.0631
73 H 5.0283 -1.1831 -2.0007
74 C -1.4765 1.1327 4.7766
75 H 5.9366 0.7958 -0.6514
76 P -1.0853 -2.1701 -0.1858
77 C 4.2877 1.2661 0.7288
78 C 3.3172 -1.4742 3.1499
79 C 2.2802 2.4371 -2.4627
80 C -3.4913 1.8478 -1.2814
81 N -5.3896 3.3182 -2.7041

- Charge: +2
- HOMO (spin up / spin down): -12.36 / -12.17 eV
- E_LUMO (spin up / spin down): -6.3 / -8.6 eV
- Spin multiplicity: 3


two:
Computed, not measured: a structure of composition C30H44Br2N2P2Ti, with ωB97M-V with the def2-TZVPD basis set.

Positions of all 81 atoms, in Å:
1 H -2.6218 -3.2365 -0.8964
2 H 4.3497 -2.0790 -2.9002
3 H -5.2594 4.1540 -0.6738
4 C -3.5783 2.0226 -1.0989
5 H -2.6284 0.4214 -2.1820
6 H 4.9221 -1.0780 3.8214
7 H 0.4099 -3.5542 1.1403
8 C -1.6690 -0.2262 4.3082
9 H -4.4421 -2.6494 0.3898
10 Ti -0.8822 0.6798 0.0811
11 H -1.2492 -2.8401 -2.9307
12 H -5.2819 2.7642 -5.3978
13 H 0.2362 -3.7281 -1.0410
14 C -1.3218 0.9118 5.0235
15 C 6.6574 1.3381 0.3298
16 H 7.3058 0.7728 1.0112
17 Br -2.2260 -1.8267 5.2216
18 H -4.0000 1.3699 -3.7777
19 H 2.1086 1.0503 -2.2144
20 H 6.9004 2.3996 0.4408
21 H -4.1320 -0.8986 0.2576
22 H -0.2397 0.2958 -2.5673
23 C 0.1842 -2.6588 -1.3037
24 C -0.9160 2.8841 -0.4536
25 H -0.8230 2.9589 2.2926
26 H 3.4192 -0.0498 2.3220
27 H -0.7016 -2.8309 2.2558
28 N -1.1602 0.8812 2.2371
29 H -3.7702 2.1622 -0.0318
30 C -0.9450 2.0433 2.9137
31 H 0.5822 4.0699 0.5998
32 C 0.4232 3.2382 -0.1382
33 H 3.7363 -2.3941 3.6599
34 H 1.1970 -2.2692 -1.1249
35 C -0.6375 -3.2360 1.2406
36 C -1.5714 -0.2354 2.9204
37 H 2.9154 -1.5798 1.5862
38 C -2.4753 1.2304 -1.4601
39 C -5.2502 3.0447 -4.3360
40 H 4.9429 1.4267 1.6776
41 C -5.8835 4.5366 -2.6918
42 C -0.9245 2.0491 4.3107
43 C -3.6610 -1.8753 0.4545
44 H -6.4106 5.4661 -2.4509
45 H 5.2593 -2.4545 2.7356
46 C -4.5355 2.2522 -3.4159
47 C -5.2371 3.7945 -1.6999
48 H -1.8077 -1.1236 2.3077
49 H -0.6206 2.9375 4.8590
50 H 0.4291 -3.1719 -3.3627
51 C 1.2917 1.5838 -1.7005
52 H -1.7265 3.5953 -0.1838
53 C 1.4875 2.7624 -0.9521
54 H 5.8420 -1.6329 -2.0688
55 H -2.7371 -1.5661 -1.4777
56 C -0.2178 -2.5173 -2.7611
57 C 3.7748 -1.0275 1.9784
58 C -4.4584 2.6616 -2.0522
59 H 6.8772 1.0188 -0.6984
60 C -1.1576 1.8858 -1.4499
61 C -0.0337 1.1304 -1.9032
62 H 4.8716 -2.9936 -1.4713
63 H -1.1015 -5.2792 1.7512
64 H -2.5530 -4.3071 1.4803
65 H -3.2968 -1.8799 1.4929
66 H 3.0324 -1.4582 -0.7743
67 H -0.0987 -1.5007 -3.1483
68 H 3.8485 -0.0833 -1.5137
69 H 4.5027 1.6250 -0.0161
70 C -2.5736 -2.1789 -0.5789
71 C 4.8186 -1.9924 -1.9136
72 C 4.4725 -1.7865 3.1163
73 C 5.1864 1.0855 0.6602
74 P -0.8500 -1.8633 -0.0082
75 C 4.0212 -1.0422 -1.0110
76 N -5.8694 4.1802 -3.9842
77 H -1.5812 -4.8699 0.1027
78 H -1.3792 0.8941 6.1095
79 P 4.8928 -0.7302 0.5700
80 Br 3.1259 3.6063 -0.9704
81 C -1.5277 -4.4797 1.1273

- Charge: +2
- HOMO (spin up / spin down): -12.12 / -12.12 eV
- E_LUMO (spin up / spin down): -7.7 / -7.6 eV
- Spin multiplicity: 3


two is the most stable structure; the next one sits 0.781 eV above it.


one:
Computed, not measured: the molecule C4H6ClI, with ωB97M-V with the def2-TZVPD basis set.

Positions of all 12 atoms, in Å:
1 H 1.7910 -0.2450 0.7226
2 C -1.9478 1.3795 -0.5013
3 C 1.3412 -0.8423 -0.0282
4 H -2.1142 1.4646 -1.5503
5 Cl 0.6973 2.1433 0.1140
6 H -0.6800 -1.3149 -0.3161
7 I -3.4911 -0.0530 0.0526
8 H -1.9575 2.4087 -0.1967
9 H 1.5331 -1.9266 0.2725
10 C -0.4165 0.8216 -0.1280
11 H 1.7131 -0.9834 -1.0590
12 C -0.0787 -0.4310 -0.1716

- HOMO: -9.40 eV
- E_LUMO: 0.3 eV


two:
Computed, not measured: a cluster of 2 separate species, C4H6ClI in total, with ωB97M-V with the def2-TZVPD basis set.

Positions of all 12 atoms, in Å:
1 Cl -3.2572 -1.0222 0.3855
2 C 1.5688 0.5356 -0.1013
3 H 0.4413 1.3914 -1.7160
4 C -0.6360 -0.3918 1.1501
5 C 1.4757 1.3056 -1.2185
6 H 2.3045 1.8469 -1.7215
7 C -1.4550 -0.9482 -0.0011
8 H -1.3960 -0.2214 -0.8677
9 H -0.5399 0.7038 1.2595
10 H -0.4736 -1.0667 2.0439
11 H -1.1830 -1.9312 -0.2762
12 I 3.1506 -0.2019 1.0633

- HOMO (spin up / spin down): -8.78 / -8.84 eV
- E_LUMO (spin up / spin down): -1.0 / -0.4 eV


one is the most stable structure; the next one sits 3.386 eV above it.


one:
Computed, not measured: a structure of composition C4H4NO3, with ωB97M-V with the def2-TZVPD basis set.

Positions of all 12 atoms, in Å:
1 C -0.0182 1.0208 0.3481
2 H 1.8021 1.9792 0.5150
3 O 3.1123 -0.6902 -0.3200
4 H -1.4634 -1.8987 -0.5037
5 C 2.0847 -0.0594 -0.0896
6 H -2.5400 -0.7544 0.4389
7 H -2.0657 -0.2829 -1.2307
8 O 0.5917 -1.1781 0.0509
9 C -1.6641 -0.8304 -0.3200
10 N -0.4271 -0.2893 0.2513
11 O -0.8425 1.9161 0.5423
12 C 1.4302 1.0674 0.3175

- Charge: -1
- HOMO: -3.41 eV
- E_LUMO: 4.1 eV


two:
Computed, not measured: a cluster of 2 separate species, C4H4NO3 in total, with ωB97M-V with the def2-TZVPD basis set.

Positions of all 12 atoms, in Å:
1 N 3.0219 -0.2758 0.1844
2 C -0.8039 0.3569 -0.3852
3 O -2.7395 -0.9367 0.2239
4 C 0.0982 -0.7008 -0.1160
5 C -2.2049 0.2722 -0.1317
6 H -2.1349 -1.6371 0.4877
7 H -0.4461 1.2151 -0.9331
8 O -2.9874 1.1644 -0.1420
9 H 3.7696 0.2408 0.5456
10 O 0.1898 -1.8058 0.4595
11 C 2.1104 0.5041 -0.1906
12 H 2.1267 1.6027 -0.0025

- Charge: -1
- HOMO (spin up / spin down): -3.48 / -3.48 eV
- E_LUMO (spin up / spin down): 4.0 / 4.0 eV


one is the most stable structure; the next one sits 0.727 eV above it.


one:
Computed, not measured: a structure of composition C27H23ClN6O3S5Ti, with ωB97M-V with the def2-TZVPD basis set.

Positions of all 66 atoms, in Å:
1 H 5.8980 0.9369 -2.9410
2 N -1.9307 -0.5138 -1.6011
3 Ti 0.2696 0.8818 0.1298
4 H -1.1674 -4.2742 0.5772
5 C -3.5018 1.9382 2.1698
6 C -2.4942 1.4477 1.3507
7 H -4.5233 1.6117 2.0361
8 H -1.2143 -0.8341 -4.6204
9 S -1.2708 -1.0471 3.3829
10 C 2.7751 2.7102 -1.3632
11 O 0.6192 2.7951 -0.2905
12 H -4.3754 -0.6282 0.7948
13 C 0.4449 1.7620 6.1504
14 C -2.7327 0.5792 0.1916
15 H -4.4798 -2.7576 -3.7718
16 C 3.9805 0.6627 -1.9633
17 C -4.1055 0.0303 -0.0367
18 C -1.3531 -0.1984 -2.7397
19 H 3.8230 4.5309 -1.9190
20 C -2.3569 -2.2908 -3.6153
21 H 4.6225 -3.1119 -0.0635
22 O 0.5202 2.3764 7.2010
23 C 4.9364 2.7964 -2.4614
24 H -4.1450 -0.5243 -0.9656
25 H -2.0410 -3.0593 -4.3254
26 H -3.9220 3.1983 3.8559
27 C 2.8463 1.2615 -1.4020
28 N -0.4901 -3.5472 0.4512
29 H -3.9138 -1.5371 -4.9268
30 H -4.1207 -1.1044 -3.2265
31 S 1.7146 0.6611 2.1367
32 H -2.2739 -2.7306 -2.6215
33 C 3.0461 -4.5608 0.0663
34 H 4.0042 -0.4191 -1.9997
35 H -1.7640 -1.8456 0.6099
36 C 1.6941 -4.8015 0.2064
37 C 2.7250 -2.1492 0.0843
38 C -0.9056 2.6914 2.4499
39 C -0.2439 0.1203 4.1236
40 C 1.3500 -2.3710 0.1824
41 O 1.8819 0.5129 -0.9267
42 H -1.5374 3.9259 4.0745
43 C -0.7681 -2.2166 0.4660
44 S 1.5842 1.9315 4.8125
45 C 3.5506 -3.2562 0.0182
46 Cl 6.2528 3.7493 -3.1425
47 H -4.8376 0.8403 -0.0634
48 C 3.8562 3.4474 -1.9212
49 N 0.2914 -1.4776 0.3002
50 H 1.6431 4.4546 -0.8551
51 C -3.1646 2.8252 3.1780
52 H 0.1391 2.9642 2.4919
53 C 1.6618 3.3629 -0.8152
54 N -1.4165 -1.1936 -3.7039
55 H 1.3040 -5.8112 0.2795
56 S -0.6160 1.2603 -3.1698
57 H 3.1029 -1.1412 0.0782
58 N -1.7218 0.3640 -0.5633
59 C 0.8617 -3.6874 0.2680
60 C -3.8074 -1.9025 -3.9016
61 C -1.8476 3.2279 3.3094
62 N -1.2201 1.7911 1.5219
63 S -0.7712 0.5554 5.7702
64 C 5.0327 1.4119 -2.4978
65 H 3.7335 -5.3986 0.0160
66 C 0.8687 0.7741 3.6798

- Charge: -2
- HOMO (spin up / spin down): -0.12 / -1.24 eV
- E_LUMO (spin up / spin down): 4.2 / 4.2 eV
- Spin multiplicity: 3


two:
Computed, not measured: a structure of composition C27H23ClN6O3S5Ti, with ωB97M-V with the def2-TZVPD basis set.

Positions of all 66 atoms, in Å:
1 H -0.6973 3.5078 -4.7603
2 H 1.9464 4.6513 -1.5812
3 S -1.4392 2.2704 0.5116
4 S -3.5439 1.8820 -2.4046
5 H -5.1081 -4.1154 -1.7879
6 C -3.3127 -4.2032 -2.9636
7 C -2.8265 3.2973 -1.7277
8 C 3.5091 -0.1644 3.5166
9 C -0.0908 -1.9689 1.6830
10 C 2.9841 -0.3981 1.1045
11 S -3.1484 4.8068 -2.6141
12 N -1.0655 -1.1310 3.4749
13 H 4.3119 -1.4907 2.0951
14 N 2.1677 0.6079 1.2728
15 C -2.0699 -3.6793 -3.2310
16 C -0.4385 -2.2693 3.0017
17 C 0.8869 -4.1106 1.4672
18 H 2.3162 4.1232 0.6046
19 C -2.0548 3.4573 -0.6288
20 H -0.4077 -3.7242 4.6094
21 H 0.2907 -2.4433 -3.5404
22 C 1.2931 3.9349 -2.0565
23 H 2.2592 0.3032 5.2239
24 N 1.5316 1.0521 0.1295
25 H -1.4104 -0.9692 4.4019
26 N -0.5012 -0.6742 1.3871
27 C 1.7630 2.2504 -0.2534
28 C 1.0567 2.7018 -1.4720
29 H 0.7946 5.2160 -3.7047
30 H 3.1211 2.6982 1.3076
31 S -1.5137 5.1009 -0.2510
32 C -0.1388 -3.4948 3.5856
33 C -2.2620 5.9343 -1.6035
34 C 0.6534 4.2433 -3.2499
35 C 2.7670 3.1526 0.3873
36 H 3.6143 3.3060 -0.2852
37 H 1.9526 -1.2948 4.5002
38 H 0.8829 -2.6411 -0.1187
39 H -4.2947 -2.1489 -0.4620
40 N 0.2106 1.8182 -2.0283
41 C -2.4252 -2.0227 -1.4538
42 H -1.5023 0.7655 2.5496
43 C -4.1322 -3.6863 -1.9701
44 C -0.3661 2.0952 -3.1890
45 C -1.5835 -2.5803 -2.4802
46 C -0.3131 -2.0448 -2.7234
47 N 3.4993 -0.9298 2.2859
48 C -3.6725 -2.5970 -1.2267
49 O -2.0141 -1.0073 -0.7371
50 H 0.7865 -5.3769 3.2028
51 S 3.5181 -1.1152 -0.3622
52 H 1.3995 0.1730 3.6767
53 Ti -0.4185 0.1808 -0.6882
54 H 3.7299 0.8899 3.3078
55 C -1.0574 -0.2156 2.4666
56 O -2.1626 7.1313 -1.8104
57 C 2.1964 -0.2526 4.2834
58 Cl -3.8840 -5.5793 -3.9130
59 C 0.5856 -2.8924 0.8917
60 O 0.2243 -1.0631 -2.0351
61 H -1.0491 1.3521 -3.5758
62 C 0.5292 -4.4084 2.7912
63 H 4.3214 -0.5590 4.1341
64 C -0.1685 3.3062 -3.8399
65 H -1.4520 -4.1078 -4.0111
66 H 1.4222 -4.8499 0.8860

- Charge: -2
- HOMO (spin up / spin down): -0.39 / -1.07 eV
- E_LUMO (spin up / spin down): 4.2 / 4.2 eV
- Spin multiplicity: 3


one is the most stable structure; the next one sits 0.190 eV above it.


one:
Computed, not measured: the molecule C23H29N3O4S, with ωB97M-V with the def2-TZVPD basis set.

Positions of all 60 atoms, in Å:
1 H 2.6539 -3.8512 -0.2723
2 H 4.9695 -3.1909 -0.0686
3 N 3.3389 -1.8468 -0.2285
4 C 1.3762 1.3923 0.5124
5 H -4.9455 -3.1135 0.2548
6 C -4.2930 -1.1074 -0.0740
7 C -5.9857 0.5786 0.1997
8 H 0.7208 -1.5870 0.4918
9 C 2.4349 -2.8904 0.2290
10 C 1.6864 -1.2838 -1.9298
11 H 3.7835 -0.8231 -1.9858
12 C 3.9255 1.3843 0.3834
13 H 3.0964 -0.1066 1.4930
14 C -5.2417 -2.0742 0.2408
15 N -2.3172 0.8779 -0.5428
16 C 0.1663 1.7458 -0.0494
17 C 1.2752 2.9370 -1.7908
18 C 4.7310 -2.1269 0.0995
19 C -6.5456 -1.7236 0.5322
20 C -3.6912 1.3189 -0.4491
21 C 2.4944 2.5686 -1.2493
22 C 3.1455 -1.6457 -1.6552
23 C 0.9910 -2.4902 -0.0738
24 O -1.8834 2.2475 1.5239
25 H -2.3422 -1.6351 0.5835
26 H 1.3444 0.8153 1.4234
27 H 5.3579 -0.0076 2.7888
28 H 2.5501 -3.0291 1.3051
29 C 5.0770 -1.7475 1.5411
30 C 2.5635 1.7857 -0.0986
31 C -4.6713 0.2319 -0.0909
32 H -0.8687 2.7700 -1.6010
33 O 4.9351 1.9113 -0.0484
34 H 0.3084 -3.2970 0.1981
35 O -0.9631 -0.0364 1.4707
36 C 0.0967 2.5154 -1.1942
37 C 5.1618 -0.2335 1.7337
38 H 1.5097 -1.2067 -3.0044
39 H -6.2700 1.6211 0.1823
40 H -7.2699 -2.4870 0.7745
41 H 3.4059 -2.5534 -2.2283
42 C -2.8734 -1.5042 -0.3636
43 H -3.7132 2.1100 0.3037
44 S -1.3237 1.1674 0.7659
45 H -2.8411 -2.4510 -0.9054
46 C -2.1570 -0.4192 -1.1629
47 H 5.3587 -1.5348 -0.5706
48 H -1.0908 -0.6341 -1.2295
49 H 3.4233 2.8776 -1.7053
50 H 5.9696 0.1935 1.1331
51 H 4.3302 -2.1577 2.2227
52 C -6.9202 -0.3897 0.5114
53 H 6.0417 -2.1858 1.8001
54 H 1.4609 -0.3185 -1.4542
55 O 0.8014 -2.2709 -1.4558
56 H -2.5665 -0.3552 -2.1764
57 N 3.9408 0.4138 1.3193
58 H -3.9751 1.7576 -1.4168
59 H 1.2420 3.5460 -2.6813
60 H -7.9371 -0.1068 0.7389

- HOMO: -8.73 eV
- E_LUMO: 0.4 eV


two:
Computed, not measured: the molecule C23H29N3O4S, with ωB97M-V with the def2-TZVPD basis set.

Positions of all 60 atoms, in Å:
1 N 1.6381 0.7099 -2.6826
2 C -3.6937 0.0409 -0.9056
3 S 1.1743 -0.8975 -2.8682
4 O 2.2931 -1.7210 -2.5118
5 C 0.1563 -1.6671 -0.4376
6 H 2.6999 -0.6733 1.0667
7 H -5.3167 -1.6290 2.7454
8 H 3.4353 1.4136 2.1184
9 C -1.3264 -0.4259 -1.8869
10 C -0.0968 -1.0132 -1.6258
11 C -2.0448 -1.1603 0.2940
12 C 4.0564 0.8267 -2.3019
13 C 4.8168 -0.9115 0.7157
14 O 0.5888 -1.0873 -4.1680
15 H -4.2384 -0.1723 -1.8240
16 C -3.1835 -1.3871 2.4473
17 C -0.8166 -1.7479 0.5477
18 C 0.8441 1.1504 2.4777
19 H -0.6289 -2.2488 1.4817
20 H -4.6867 -0.0267 3.1527
21 H 3.2463 2.8081 1.0236
22 H 2.8890 2.1238 -3.5539
23 C -0.5352 1.1191 2.5959
24 H 5.1246 -0.4103 1.6310
25 H 4.1729 -0.2353 -2.1203
26 H -1.5010 0.0544 -2.8366
27 H -4.9533 0.0061 0.8890
28 H 4.8077 -1.9834 0.8930
29 C -4.3219 -0.6693 0.3075
30 H -1.3510 2.5739 -0.3401
31 C -5.1318 -1.8849 -0.1468
32 C -0.7362 2.1693 0.4514
33 C 3.4265 -0.4441 0.2825
34 H 3.1167 -0.9711 -0.6197
35 H -0.9891 0.6844 3.4734
36 O 3.7326 2.8606 -1.1188
37 C 2.9155 1.0632 -3.2966
38 H 5.5502 -0.6931 -0.0563
39 C 1.4430 1.7053 1.3561
40 N -3.1753 -1.1091 1.1085
41 H -2.4018 1.6358 1.6892
42 C -2.2993 -0.5087 -0.9194
43 H -5.9981 -1.5633 -0.7191
44 H -3.6683 1.1246 -0.7692
45 C 0.6399 2.2006 0.3352
46 C 3.7274 1.6412 -1.0588
47 H 1.4568 0.7528 3.2744
48 H -5.4765 -2.4718 0.7003
49 H -4.3527 -1.4015 4.2123
50 H -4.5121 -2.5229 -0.7729
51 C -4.4761 -1.0944 3.1773
52 H 0.8837 1.2889 -3.0187
53 O -2.2058 -1.8105 3.0245
54 H 1.1171 -2.1343 -0.3023
55 C 2.9414 1.7744 1.2120
56 H 4.9759 1.2252 -2.7338
57 H 3.0780 0.4743 -4.2072
58 N 3.3878 0.9887 0.0723
59 C -1.3259 1.6381 1.5869
60 H 1.1075 2.6226 -0.5407

- HOMO: -8.65 eV
- E_LUMO: 0.4 eV


two is the most stable structure; the next one sits 1.153 eV above it.